Molecular formula: C8H17N4
Method: DFT, the ωB97M-V functional and the def2-TZVPD basis

The geometry in XYZ format:
```
29
Properties=species:S:1:pos:R:3:forces:R:3
C -2.011 1.146 0.550 -2.2888 -1.3506 2.0008
C 1.538 -1.628 1.367 -0.5388 1.0313 -0.0469
C -0.131 -2.869 0.298 3.4288 0.9656 -1.0558
C 0.808 -0.270 0.942 1.4838 0.5856 0.4045
C -0.904 -1.634 0.083 -1.1936 2.5032 0.8731
C 0.047 3.261 -1.581 3.0090 -1.9672 -2.2630
C -0.497 2.694 -0.317 -1.9123 2.0620 -1.7049
C -1.398 1.566 -0.549 1.1262 0.5189 -3.8556
N -2.522 0.762 1.507 -0.2673 -0.2223 0.8167
N 0.721 -2.805 1.430 0.4190 1.0579 2.8018
N 0.684 -0.601 -1.471 -1.2169 1.1947 1.2308
N 0.001 -0.481 -0.193 -0.7572 -0.4956 -2.2064
H 2.215 -1.679 0.562 1.3468 -0.7725 -0.8627
H 2.080 -1.416 2.277 0.0833 -0.1594 0.2415
H -0.681 -3.725 0.345 -1.8831 -2.1819 -0.1343
H 0.563 -2.938 -0.648 -1.1837 -0.5064 1.6576
H 0.135 0.033 1.702 -0.5256 0.5321 1.1399
H 1.585 0.528 0.738 -0.8245 -0.8879 0.3375
H -1.563 -1.843 -0.704 -0.8798 0.3354 -1.5617
H -1.539 -1.246 0.930 0.6995 -0.9441 -0.4716
H -0.688 3.804 -2.179 -0.0634 -0.2904 0.2031
H 0.961 3.904 -1.528 -0.8734 -0.4686 0.4260
H 0.413 2.307 -2.174 -0.6502 2.0800 0.4767
H -0.959 3.574 0.153 -1.2347 -0.2793 0.1346
H 0.041 2.481 0.520 2.8083 -0.9738 1.9670
H -1.760 1.322 -1.628 0.6642 0.2037 2.1947
H 0.268 -2.813 2.401 0.3631 -0.4035 -2.1514
H 1.462 0.040 -1.431 0.1252 0.6498 -0.1115
H 1.130 -1.472 -1.402 0.7362 -1.8166 -0.4804
```
Forces are in eV/Å.

Its energy above the lowest of the compared OMol25 structures with the same formula, charge and spin is 113.8 kcal per mole. As for the spin multiplicity: 1. As for the total energy: -533.60793 a.u. For the gap between HOMO and LUMO (alpha / beta), the calculation gives 0.2166 / 0.2638 hartree. Its net charge is +1. The calculation puts the HOMO energy (alpha / beta) at -12.347 / -12.819 eV.

=====

Molecular formula: C8H17N4
Method: DFT, the ωB97M-V functional and the def2-TZVPD basis

The geometry in XYZ format:
```
29
Properties=species:S:1:pos:R:3:forces:R:3
C 4.485 -0.870 0.690 -0.6637 -0.0301 -0.1224
C 3.214 -1.232 -0.095 0.4701 0.4647 0.4952
C 2.030 -0.337 0.312 0.2527 -0.1304 -0.2916
C 1.523 0.557 -0.809 -0.9161 0.0119 0.2263
C 0.278 1.375 -0.370 0.9044 -0.5353 -0.1732
C -0.979 0.548 -0.521 -0.3208 0.0796 0.0085
C -2.248 1.311 -0.065 0.1069 0.1758 -0.5039
C -3.298 0.397 0.391 -0.6038 -0.2853 0.1895
N -3.678 0.125 1.659 0.2254 -0.0296 -0.2759
N -4.611 -0.779 1.626 -0.3149 -0.2266 -0.2538
N -4.849 -1.081 0.384 0.4447 0.4575 -0.0032
N -4.056 -0.356 -0.414 0.2072 0.0281 0.2879
H 4.801 0.132 0.420 0.2516 0.1302 -0.0517
H 5.279 -1.583 0.504 0.2259 0.0076 -0.0275
H 4.254 -0.858 1.752 0.1258 -0.1028 0.1992
H 2.983 -2.274 0.095 -0.1126 -0.2305 -0.1560
H 3.435 -1.104 -1.151 -0.1319 -0.1768 -0.2538
H 1.228 -0.973 0.681 -0.2539 0.0005 0.0741
H 2.324 0.304 1.139 0.0643 0.0598 0.2285
H 2.301 1.226 -1.160 0.2059 0.0865 -0.0133
H 1.216 -0.065 -1.650 0.1761 -0.0562 -0.2683
H 0.426 1.637 0.675 -0.1358 0.3186 0.1725
H 0.215 2.279 -0.969 -0.1575 0.2340 0.0114
H -1.087 0.278 -1.570 -0.1063 -0.1008 -0.1303
H -0.903 -0.384 0.033 0.1658 -0.1187 0.1861
H -2.033 2.036 0.710 0.0402 -0.0601 0.3282
H -2.656 1.869 -0.906 0.0328 0.1868 -0.0836
H -5.530 -1.744 0.034 -0.1425 -0.1183 0.2446
H -4.063 -0.434 -1.423 -0.0400 -0.0401 -0.0435
```
Forces are in eV/Å.

Its energy above the lowest of the compared OMol25 structures with the same formula, charge and spin is 34.0 kcal per mole. As for the spin multiplicity: 1. As for the total energy: -533.73508 a.u. For the gap between HOMO and LUMO, the calculation gives 0.3207 hartree. Its net charge is +1. The calculation puts the HOMO energy at -13.528 eV.

=====

Molecular formula: C8H17NO
Method: DFT, the ωB97M-V functional and the def2-TZVPD basis

The geometry in XYZ format:
```
27
Properties=species:S:1:pos:R:3:forces:R:3
C 0.377 0.052 0.630 0.6304 -0.3984 -0.5656
C 0.268 -0.378 -0.788 -0.0121 0.1528 -0.0168
C -0.727 -0.495 1.543 0.2138 -0.0760 -0.0661
C 0.685 1.520 0.943 0.1982 -0.3320 0.0818
C -2.395 1.148 -1.118 0.1273 -0.0345 0.0150
C 0.935 0.471 -1.812 -0.0247 0.0714 0.0529
C 1.537 -2.331 1.193 -0.1600 -0.0105 -0.2800
N -1.973 -0.179 -1.535 0.7816 -0.5025 0.1166
C 1.719 -0.891 0.781 0.0708 0.6821 1.0792
O 2.812 -0.385 0.704 -0.6115 -0.1417 -0.2908
H -1.749 -0.160 -2.528 -0.0687 0.0057 0.0477
H -1.024 -0.736 -1.102 -1.0916 0.4057 -0.2694
H -0.395 -0.511 2.584 -0.0145 0.0506 -0.0127
H -1.036 -1.499 1.261 0.0063 0.0071 -0.0625
H -1.601 0.151 1.483 0.0214 0.0142 0.0013
H -0.157 2.148 0.650 -0.0369 -0.0237 0.0241
H 0.857 1.645 2.013 -0.0323 0.0588 0.0013
H 1.575 1.867 0.425 0.0223 -0.0267 -0.0250
H -1.656 1.944 -1.293 -0.0157 -0.0115 0.0275
H -2.653 1.146 -0.059 -0.0053 0.0164 -0.0122
H -3.301 1.423 -1.668 0.0716 -0.0279 0.0338
H 2.006 0.527 -1.586 -0.0325 -0.0764 0.1181
H 0.834 0.052 -2.814 -0.0477 0.0796 0.0307
H 0.594 1.515 -1.802 -0.0430 -0.0182 -0.0369
H 2.496 -2.840 1.128 -0.0206 0.0498 -0.0040
H 1.169 -2.389 2.220 0.0376 0.0821 -0.0180
H 0.803 -2.816 0.550 0.0358 0.0040 0.0298
```
Forces are in eV/Å.

Its energy above the lowest of the compared OMol25 structures with the same formula, charge and spin is 119.1 kcal per mole. As for the spin multiplicity: 1. As for the total energy: -444.85806 a.u. For the gap between HOMO and LUMO (alpha / beta), the calculation gives 0.2805 / 0.2805 hartree. The calculation puts the HOMO energy (alpha / beta) at -7.891 / -7.891 eV.

=====

Molecular formula: C8H17NO
Method: DFT, the ωB97M-V functional and the def2-TZVPD basis

The geometry in XYZ format:
```
27
Properties=species:S:1:pos:R:3:forces:R:3
C 0.911 -0.138 -0.958 2.2685 -0.6526 0.8967
C -0.871 -0.495 0.602 0.2453 -0.1306 -0.0327
C 2.016 -1.089 -1.429 -0.2401 -0.0480 -0.4910
C 0.761 1.045 -1.904 -0.0239 -0.0516 0.2502
C 0.192 1.824 1.319 0.2487 -0.0591 -0.2174
C -2.177 0.300 0.482 0.2507 -0.0199 0.0195
C -1.096 -1.734 1.473 0.0505 0.2000 0.0088
N -0.315 -0.889 -0.699 0.2269 0.1792 0.2586
C 0.322 0.330 1.167 1.3788 -1.1452 3.6131
O 1.295 -0.250 1.768 -2.7487 1.1041 0.3128
H -0.984 -0.849 -1.458 0.0014 0.1336 0.0453
H 1.469 0.006 0.190 -1.5816 0.6390 -4.5156
H 0.581 0.689 -2.922 0.0562 -0.1029 -0.0413
H 1.702 -1.581 -2.352 0.0976 -0.1456 -0.1033
H 2.946 -0.554 -1.622 0.0411 0.0470 -0.0160
H 2.200 -1.852 -0.674 -0.0293 -0.0329 -0.0252
H 1.665 1.653 -1.922 -0.0335 0.0605 -0.0092
H -0.094 1.670 -1.649 0.0344 0.1290 0.1054
H -0.376 2.000 2.235 -0.0921 -0.0718 -0.0231
H -0.324 2.304 0.494 -0.0677 0.0386 -0.0226
H 1.178 2.264 1.459 0.0003 -0.0714 -0.0352
H -1.506 -1.458 2.445 -0.0206 -0.0169 0.0787
H -2.960 -0.357 0.103 0.0025 -0.0246 0.0079
H -2.084 1.141 -0.204 0.0143 0.0299 -0.0304
H -2.498 0.678 1.453 -0.0620 -0.0016 0.0369
H -0.154 -2.255 1.625 0.0043 -0.0009 -0.0100
H -1.798 -2.403 0.977 -0.0220 0.0147 -0.0608
```
Forces are in eV/Å.

Its energy above the lowest of the compared OMol25 structures with the same formula, charge and spin is 76.5 kcal per mole. As for the spin multiplicity: 1. As for the total energy: -444.92592 a.u. For the gap between HOMO and LUMO, the calculation gives 0.3492 hartree. The calculation puts the HOMO energy at -8.681 eV.

=====

Molecular formula: C8H17NO3
Method: DFT, the ωB97M-V functional and the def2-TZVPD basis

The geometry in XYZ format:
```
29
Properties=species:S:1:pos:R:3:forces:R:3
C 3.599 1.335 0.662 -0.0362 -0.4428 -0.3936
C 3.872 -0.027 0.011 -0.0395 0.1643 0.6590
C 2.646 -0.904 -0.065 0.0632 -0.7664 0.3946
O 2.655 -2.084 0.219 -0.1272 0.7996 -0.4782
O 1.540 -0.231 -0.458 0.6110 -0.1675 -0.4895
C 0.577 -0.982 -1.210 -0.6703 -0.0711 0.0829
C -0.804 -0.948 -0.557 0.4030 -0.0032 -0.5042
C -1.646 0.248 -0.977 -0.2822 0.1538 0.5833
N -0.882 1.503 -0.853 -0.3360 -0.0711 -0.1171
C -2.887 0.391 -0.069 0.2231 0.0891 0.0856
O -3.240 -0.815 0.572 -0.2086 -0.1134 -0.1312
C -3.466 -0.661 1.958 0.1131 0.0079 -0.1901
H 4.510 1.926 0.670 0.0441 0.1174 0.0848
H 2.827 1.860 0.108 -0.0461 0.1589 0.0651
H 3.258 1.172 1.681 -0.0225 0.1823 0.0997
H 4.597 -0.575 0.609 0.0598 -0.0984 -0.0554
H 4.304 0.084 -0.983 -0.1751 0.0242 -0.1743
H 0.894 -2.013 -1.328 0.2459 -0.0285 0.1993
H 0.546 -0.534 -2.205 0.0271 0.0883 -0.0479
H -1.323 -1.858 -0.854 -0.1204 -0.0686 0.1338
H -0.662 -0.978 0.520 -0.0706 0.0310 0.1310
H -2.015 0.110 -1.997 0.1767 -0.1796 -0.1652
H -0.393 1.704 -1.716 0.1821 -0.0082 -0.0165
H -1.542 2.262 -0.733 0.0502 0.1763 -0.0081
H -2.656 1.152 0.682 0.0929 0.0040 0.1029
H -3.738 0.761 -0.647 -0.0832 0.0021 -0.0597
H -4.192 0.130 2.154 -0.0600 0.0575 0.0737
H -3.854 -1.600 2.341 -0.0234 -0.1088 -0.0095
H -2.526 -0.428 2.465 0.0093 0.0709 0.1449
```
Forces are in eV/Å.

Its energy above the lowest of the compared OMol25 structures with the same formula, charge and spin is 0.0 kcal per mole. As for the spin multiplicity: 1. As for the total energy: -595.47393 a.u. For the gap between HOMO and LUMO, the calculation gives 0.3849 hartree. The calculation puts the HOMO energy at -9.567 eV.

=====

Molecular formula: C8H17O3P2V
Method: DFT, the ωB97M-V functional and the def2-TZVPD basis

The geometry in XYZ format:
```
31
Properties=species:S:1:pos:R:3:forces:R:3
C 0.943 1.106 -2.942 -0.2437 1.0704 -0.6654
C 0.245 0.700 -4.104 1.1309 0.0945 -0.8039
C -0.228 -0.627 -4.174 -0.7715 0.4535 0.3399
C -0.098 -1.407 -3.012 0.6610 -0.6577 0.5239
C 0.462 -0.840 -1.849 -0.0070 -2.0738 0.3785
V -0.636 0.668 -2.052 -0.7307 2.1338 -0.7421
P 0.170 2.470 -0.557 -0.2819 0.0952 -0.7731
H 1.692 1.905 -2.926 -0.0211 -0.1930 -0.1763
H 0.129 1.341 -4.982 0.5006 -0.2375 -0.0115
H -0.604 -1.056 -5.107 -0.3690 0.3485 0.4461
H 0.743 -1.439 -0.980 0.3396 -0.0722 -0.4705
H -0.410 -2.448 -3.058 0.2496 -0.1560 -0.0712
H -0.681 3.144 0.372 0.4973 0.0073 0.0714
H 0.574 3.596 -1.328 0.0109 -0.1136 0.3937
H 1.318 2.258 0.263 -0.1188 0.5776 -0.2672
C 1.018 -2.448 1.972 -0.3427 0.4911 -0.4579
O 0.841 -1.197 1.275 0.0923 -0.5107 1.1904
P 0.522 0.296 1.871 -0.1542 0.3880 -1.4142
O 0.830 0.233 3.475 -1.3041 -0.3395 0.5520
C -0.169 0.143 4.522 0.3684 -0.1415 -0.1519
O -1.151 0.384 1.746 1.2398 -0.2837 0.9850
C -1.759 0.327 0.430 -0.3234 -0.5372 0.1153
H 1.792 -2.987 1.425 -0.0211 -0.0170 0.1397
H 0.093 -3.029 1.941 0.0104 0.0618 -0.0070
H 1.314 -2.307 3.013 0.0670 0.1353 -0.0464
H -0.858 -0.689 4.344 0.0087 0.2367 -0.0445
H 0.377 -0.051 5.450 -0.0473 0.0393 -0.1414
H -0.720 1.089 4.632 0.1298 -0.3357 -0.2260
H -2.139 1.320 0.143 0.1065 -0.5140 0.1001
H -2.588 -0.379 0.538 0.0872 0.1499 -0.2379
H -1.023 -0.077 -0.340 -0.7634 -0.0999 1.4723
```
Forces are in eV/Å.

As for the spin multiplicity: 4. As for the total energy: -2167.20877 a.u. For the gap between HOMO and LUMO (alpha / beta), the calculation gives 0.1176 / 0.2078 hartree. Its net charge is -1. The calculation puts the HOMO energy (alpha / beta) at -0.399 / -2.862 eV.

=====

Molecular formula: C8H17O3PS
Method: DFT, the ωB97M-V functional and the def2-TZVPD basis

The geometry in XYZ format:
```
30
Properties=species:S:1:pos:R:3:forces:R:3
C 1.410 -0.694 0.898 0.9675 2.0929 -0.3899
C 1.138 0.763 1.431 0.0483 0.3012 0.0504
C 0.174 -1.417 0.475 -1.2618 -0.0930 -0.3272
C 2.311 1.736 1.165 -2.4509 -0.8427 -0.5238
C 0.756 0.760 2.885 -1.3262 1.3800 1.0595
C 0.462 -2.397 -0.701 1.9985 1.7842 2.4573
C -1.994 0.320 -3.577 2.1102 0.7621 0.0790
C -2.064 0.900 -2.207 -2.5569 2.4473 0.3105
O 0.057 1.236 0.617 -0.5192 -1.0571 -0.3167
O -0.370 -2.107 1.619 -1.2423 -0.2770 -0.7760
O -1.045 0.360 -1.362 -0.3253 -0.4627 -1.4477
P -0.983 0.038 0.171 -0.1396 2.6516 0.9887
S -2.622 0.373 1.145 -0.0803 -1.0771 -0.2532
H 2.092 -0.510 0.008 -0.5184 -0.8900 1.1652
H 1.768 -1.241 1.745 1.1718 -0.6019 0.0867
H 3.129 1.102 1.098 2.0806 -0.6481 -0.6246
H 2.486 2.466 1.907 -0.1040 0.7133 1.0141
H 1.965 2.217 0.263 0.8476 0.2276 -0.5809
H 0.095 1.660 3.181 0.6717 -1.4865 -0.8564
H 1.604 0.924 3.534 0.5653 -0.4419 0.0492
H 0.268 -0.178 3.129 -0.2991 0.0817 0.3831
H -0.404 -2.972 -0.759 -0.8020 -2.0015 -0.2124
H 1.515 -2.780 -0.466 -1.9159 -0.4774 -0.4311
H 0.538 -1.848 -1.589 0.1867 0.9078 -1.4520
H -0.968 0.478 -3.940 -0.0276 -0.6452 0.1026
H -2.320 -0.668 -3.688 -0.2000 -1.6534 0.1024
H -2.528 0.894 -4.271 -1.2972 1.0484 -0.7376
H -3.155 0.868 -1.816 1.9614 -0.6712 0.1055
H -1.975 2.043 -2.344 0.6267 -1.6229 0.6292
H -1.342 -2.322 1.448 1.8304 0.5517 0.3462
```
Forces are in eV/Å.

Its energy above the lowest of the compared OMol25 structures with the same formula, charge and spin is 0.0 kcal per mole. As for the spin multiplicity: 1. As for the total energy: -1280.30011 a.u. For the gap between HOMO and LUMO, the calculation gives 0.3451 hartree. The calculation puts the HOMO energy at -8.708 eV.

=====

Molecular formula: C8H17O4S
Method: DFT, the ωB97M-V functional and the def2-TZVPD basis

The geometry in XYZ format:
```
30
Properties=species:S:1:pos:R:3:forces:R:3
C 2.447 -2.262 0.195 -0.9705 -0.4951 0.0123
O 2.953 -1.453 -0.865 0.1331 0.2964 1.1442
C 3.534 -0.227 -0.398 0.6182 0.4494 -0.8791
C 2.638 1.032 -0.623 0.4956 0.0732 0.7278
C 1.452 1.209 0.383 0.2916 -0.8277 -0.6413
C 0.266 0.190 0.212 -0.7104 0.8008 1.1305
C -1.090 0.913 0.605 -0.6807 -0.4692 -0.5579
C -2.112 1.002 -0.589 -0.4183 0.0506 0.5022
C -2.993 -0.291 -0.690 1.1226 0.2787 -0.2907
S -4.425 -0.302 0.449 -2.3273 -2.2922 2.8642
O -4.423 0.868 1.349 1.0721 -0.2583 -0.9917
O -5.657 -0.304 -0.372 1.4758 -0.1239 -0.1239
O -4.275 -1.590 1.268 0.2512 2.4196 -2.1000
H 2.305 -1.689 1.143 0.1708 -0.3992 -0.7166
H 3.070 -3.164 0.408 -0.0892 0.7236 -0.2636
H 1.441 -2.633 -0.126 0.7501 0.2573 0.3541
H 3.888 -0.332 0.655 -0.4141 0.1529 -0.5617
H 4.454 -0.079 -1.025 -0.6415 -0.1273 0.5018
H 3.312 1.919 -0.475 -0.3900 -0.7017 -0.1703
H 2.342 1.051 -1.695 -0.1230 -0.0758 0.7197
H 1.074 2.253 0.294 0.2233 -0.7231 0.0971
H 1.860 1.057 1.415 -0.2761 0.4364 -0.7111
H 0.183 -0.257 -0.802 0.2330 0.3723 0.5392
H 0.386 -0.631 0.956 0.1027 0.4281 -0.8005
H -1.615 0.350 1.416 0.4260 0.5233 -0.5001
H -0.919 1.946 0.979 0.1287 -0.6808 -0.1365
H -1.566 1.179 -1.550 -0.4320 -0.0743 0.6657
H -2.807 1.852 -0.381 0.5924 -0.5483 -0.3533
H -2.345 -1.154 -0.417 -0.6850 0.3877 -0.1477
H -3.379 -0.450 -1.717 0.0709 0.1464 0.6873
```
Forces are in eV/Å.

Its energy above the lowest of the compared OMol25 structures with the same formula, charge and spin is 42.7 kcal per mole. As for the spin multiplicity: 1. As for the total energy: -1014.18885 a.u. For the gap between HOMO and LUMO, the calculation gives 0.2714 hartree. Its net charge is -1. The calculation puts the HOMO energy at -4.568 eV.

=====

Q: Number 6 is which compound?
A: C8H17O3P2V

=====

Q: Among the records above, which one has the lowest total energy?
A: C8H17O3P2V

=====

Q: Number 1 is which compound?
A: C8H17N4

=====

Q: Which formula does entry 3 have?
A: C8H17NO